No. 1
{
  "formula": "C15H10F6N3O6S2Tl",
  "method": "the ωB97M-V functional and the def2-TZVPD basis",
  "elements": ["Tl", "F", "C", "F", "F", "S", "O", "O", "N", "S", "O", "O", "C", "F", "F", "F", "O", "C", "O", "C", "C", "C", "C", "C", "C", "N", "C", "C", "C", "C", "C", "C", "N", "H", "H", "H", "H", "H", "H", "H", "H", "H", "H"],
  "coordinates": [[0.405, 0.566, 2.010], [-3.488, 5.304, 2.132], [-2.478, 5.141, 1.313], [-1.445, 5.873, 1.671], [-2.828, 5.379, 0.072], [-1.902, 3.373, 1.433], [-0.878, 3.122, 0.466], [-1.665, 3.034, 2.805], [-3.273, 2.600, 1.003], [-3.384, 0.938, 0.954], [-2.071, 0.339, 0.851], [-4.370, 0.591, 0.001], [-4.043, 0.593, 2.692], [-4.873, 1.529, 3.069], [-4.638, -0.570, 2.577], [-3.022, 0.513, 3.520], [-0.462, -6.929, -2.119], [-1.144, -5.821, -1.835], [-2.338, -5.805, -1.810], [-0.393, -4.532, -1.562], [1.009, -4.451, -1.371], [1.586, -3.262, -1.051], [0.774, -2.079, -0.967], [-0.644, -2.172, -1.137], [-1.201, -3.370, -1.450], [1.302, -0.880, -0.678], [2.355, -0.353, -1.186], [3.002, 0.833, -0.650], [4.266, 1.157, -1.116], [4.873, 2.315, -0.642], [4.167, 3.109, 0.236], [2.893, 2.702, 0.646], [2.319, 1.580, 0.236], [0.494, -6.816, -2.171], [1.645, -5.322, -1.465], [2.652, -3.193, -0.872], [-1.248, -1.282, -1.018], [-2.266, -3.479, -1.601], [2.784, -0.752, -2.108], [4.771, 0.522, -1.833], [5.865, 2.593, -0.971], [4.577, 4.041, 0.600], [2.315, 3.320, 1.323]],
  "nbo_charge": [0.918, -0.266, 0.794, -0.275, -0.269, 2.134, -0.863, -0.843, -0.697, 2.145, -0.981, -0.811, 0.795, -0.264, -0.267, -0.285, -0.616, 0.730, -0.470, 0.045, -0.176, -0.195, 0.348, -0.191, -0.148, -0.409, 0.224, 0.061, -0.155, -0.139, -0.178, 0.063, -0.477, 0.491, 0.242, 0.248, 0.261, 0.286, 0.214, 0.244, 0.258, 0.258, 0.215],
  "multiplicity": 1,
  "charge": 2,
  "homo_energy_ev": [-16.24, -15.93],
  "homo_lumo_gap_ha": [0.2248, 0.2231],
  "e_tot_ha": -2760.6556
}

---

No. 2
{
  "formula": "C15H11AsN5O6OsS",
  "method": "the ωB97M-V functional and the def2-TZVPD basis",
  "elements": ["Os", "O", "As", "O", "O", "C", "C", "C", "C", "C", "C", "S", "O", "O", "O", "H", "H", "H", "H", "H", "N", "C", "N", "C", "C", "C", "C", "C", "C", "H", "H", "H", "H", "H", "H", "N", "C", "N", "C", "N"],
  "coordinates": [[-0.080, 0.626, -0.308], [0.070, 0.700, -4.129], [-1.472, 0.690, -3.315], [-2.566, 1.703, -3.896], [-0.972, 1.363, -1.719], [-1.834, -1.203, -3.271], [-1.971, -1.669, -4.576], [-2.284, -3.000, -4.819], [-2.451, -3.877, -3.763], [-2.308, -3.426, -2.459], [-2.008, -2.094, -2.213], [-1.885, -1.656, -0.511], [-2.040, -2.818, 0.286], [-2.589, -0.434, -0.257], [-0.303, -1.246, -0.460], [0.142, 1.503, -4.667], [-1.848, -0.992, -5.412], [-2.399, -3.338, -5.840], [-2.694, -4.915, -3.940], [-2.435, -4.104, -1.627], [3.816, -0.722, -0.325], [2.495, -0.869, -0.276], [1.890, 0.308, -0.396], [2.885, 1.282, -0.535], [2.810, 2.660, -0.709], [4.004, 3.340, -0.814], [5.241, 2.676, -0.751], [5.320, 1.310, -0.589], [4.114, 0.629, -0.485], [4.481, -1.474, -0.239], [1.983, -1.809, -0.157], [1.863, 3.180, -0.758], [3.990, 4.413, -0.944], [6.150, 3.254, -0.835], [6.270, 0.795, -0.544], [0.152, 1.887, 1.078], [0.196, 2.439, 2.139], [0.211, 2.983, 3.234], [1.265, 3.425, 3.919], [2.144, 3.803, 4.558]],
  "nbo_charge": [1.610, -1.009, 2.396, -1.022, -0.893, -0.440, -0.165, -0.160, -0.171, -0.175, -0.277, 2.355, -0.867, -0.910, -0.862, 0.518, 0.246, 0.244, 0.243, 0.262, -0.472, 0.272, -0.478, 0.158, -0.233, -0.179, -0.176, -0.201, 0.083, 0.449, 0.255, 0.238, 0.240, 0.240, 0.240, -0.667, 0.718, -0.504, 0.393, -0.297],
  "multiplicity": 1,
  "charge": 1,
  "homo_energy_ev": [-12.51, -12.51],
  "homo_lumo_gap_ha": [0.2568, 0.2568],
  "e_tot_ha": -4027.7543
}

---

No. 3
{
  "formula": "C15H11AuFN3",
  "method": "the ωB97M-V functional and the def2-TZVPD basis",
  "elements": ["Au", "C", "C", "C", "C", "N", "C", "C", "C", "C", "C", "C", "N", "C", "C", "C", "C", "C", "N", "H", "H", "H", "H", "H", "H", "H", "H", "H", "H", "H", "F"],
  "coordinates": [[-0.650, -0.606, -1.035], [2.291, -3.695, -1.507], [3.088, -3.466, -0.402], [2.796, -2.407, 0.460], [1.709, -1.611, 0.195], [0.925, -1.870, -0.896], [1.196, -2.872, -1.728], [1.307, -0.418, 0.989], [1.900, 0.125, 2.114], [1.336, 1.271, 2.669], [0.202, 1.868, 2.121], [-0.366, 1.293, 1.001], [0.222, 0.195, 0.497], [-1.561, 1.739, 0.231], [-2.337, 2.829, 0.536], [-3.391, 3.171, -0.316], [-3.638, 2.418, -1.447], [-2.844, 1.310, -1.706], [-1.847, 0.996, -0.884], [2.496, -4.501, -2.197], [3.942, -4.100, -0.203], [3.417, -2.216, 1.324], [0.521, -3.004, -2.564], [2.776, -0.328, 2.556], [1.792, 1.711, 3.546], [-0.220, 2.758, 2.565], [-2.135, 3.417, 1.420], [-4.006, 4.030, -0.087], [-4.441, 2.665, -2.127], [-2.991, 0.651, -2.554], [-1.490, -1.351, -2.572]],
  "nbo_charge": [1.502, -0.202, -0.083, -0.176, 0.158, -0.481, 0.115, 0.200, -0.179, -0.081, -0.180, 0.206, -0.447, 0.156, -0.175, -0.084, -0.201, 0.116, -0.476, 0.275, 0.267, 0.257, 0.267, 0.264, 0.270, 0.264, 0.257, 0.267, 0.275, 0.270, -0.616],
  "multiplicity": 1,
  "charge": 2,
  "homo_energy_ev": -16.51,
  "homo_lumo_gap_ha": 0.3048,
  "e_tot_ha": -977.4603
}

---

No. 4
{
  "formula": "C15H11BrClF2NO4S",
  "method": "the ωB97M-V functional and the def2-TZVPD basis",
  "elements": ["O", "C", "O", "C", "C", "N", "S", "O", "O", "C", "C", "F", "C", "C", "F", "C", "C", "Br", "C", "C", "C", "C", "C", "C", "Cl", "H", "H", "H", "H", "H", "H", "H", "H", "H", "H", "H"],
  "coordinates": [[1.800, -0.169, 2.068], [2.255, 0.942, 1.985], [3.476, 1.257, 2.415], [1.539, 2.136, 1.400], [0.584, 1.677, 0.293], [1.342, 1.017, -0.752], [0.490, -0.113, -1.619], [1.213, -0.400, -2.814], [-0.884, 0.266, -1.726], [0.665, -1.511, -0.494], [1.969, -1.884, -0.200], [2.980, -1.202, -0.745], [2.268, -2.933, 0.648], [1.205, -3.607, 1.227], [1.461, -4.623, 2.059], [-0.109, -3.266, 0.972], [-0.369, -2.211, 0.104], [-2.165, -1.783, -0.214], [-0.280, 2.797, -0.231], [0.272, 3.789, -1.034], [-0.508, 4.800, -1.565], [-1.866, 4.832, -1.300], [-2.436, 3.861, -0.497], [-1.645, 2.855, 0.037], [-2.394, 1.675, 1.044], [3.923, 0.484, 2.796], [2.276, 2.847, 1.028], [0.964, 2.615, 2.196], [-0.057, 0.895, 0.714], [1.907, 1.614, -1.335], [3.289, -3.204, 0.861], [-0.916, -3.804, 1.442], [1.331, 3.768, -1.247], [-0.056, 5.557, -2.187], [-2.484, 5.611, -1.719], [-3.493, 3.875, -0.282]],
  "nbo_charge": [-0.606, 0.810, -0.678, -0.505, -0.097, -0.869, 2.343, -0.920, -0.924, -0.477, 0.488, -0.303, -0.354, 0.458, -0.308, -0.331, -0.020, 0.138, -0.077, -0.147, -0.224, -0.195, -0.218, -0.014, 0.019, 0.500, 0.231, 0.254, 0.258, 0.411, 0.248, 0.250, 0.194, 0.218, 0.220, 0.229],
  "smiles": "O=C(O)C[C@H](NS(=O)(=O)c1c(F)cc(F)cc1Br)c1ccccc1Cl",
  "multiplicity": 1,
  "homo_energy_ev": -9.26,
  "homo_lumo_gap_ha": 0.3558,
  "e_tot_ha": -4566.0575
}

---

No. 5
{
  "formula": "C15H11ClN6O3S",
  "method": "the ωB97M-V functional and the def2-TZVPD basis",
  "elements": ["N", "S", "O", "O", "C", "C", "C", "C", "N", "N", "C", "C", "O", "N", "C", "C", "C", "C", "N", "N", "C", "Cl", "C", "C", "C", "C", "H", "H", "H", "H", "H", "H", "H", "H", "H", "H", "H"],
  "coordinates": [[3.358, -2.880, 4.852], [3.666, -3.643, 3.432], [5.115, -3.764, 3.512], [2.871, -4.892, 3.542], [3.016, -2.410, 2.279], [3.835, -1.783, 1.329], [3.282, -0.843, 0.451], [1.897, -0.604, 0.427], [1.435, 0.239, -0.583], [0.159, 0.486, -0.586], [-0.304, 1.070, -1.736], [0.333, 1.092, -3.063], [1.433, 0.701, -3.456], [-0.524, 1.666, -3.950], [-1.706, 1.913, -3.289], [-2.885, 2.368, -3.805], [-4.008, 2.565, -3.028], [-3.911, 2.277, -1.660], [-4.849, 2.485, -0.634], [-4.296, 1.947, 0.529], [-2.961, 1.556, 0.250], [-1.911, 0.942, 1.495], [-2.714, 1.765, -1.117], [-1.586, 1.557, -1.962], [1.081, -1.319, 1.341], [1.652, -2.171, 2.266], [4.141, -2.301, 5.053], [3.298, -3.637, 5.549], [4.894, -1.973, 1.271], [3.869, -0.274, -0.263], [-0.482, 1.459, -4.957], [-2.965, 2.615, -4.871], [-4.872, 3.010, -3.476], [-5.841, 2.353, -0.831], [-4.489, 2.346, 1.427], [-0.019, -1.245, 1.287], [0.990, -2.675, 2.977]],
  "nbo_charge": [-1.071, 2.239, -0.938, -0.923, -0.364, -0.167, -0.202, 0.115, -0.210, -0.181, -0.070, 0.598, -0.604, -0.580, 0.098, -0.155, -0.337, 0.205, -0.380, -0.378, 0.251, 0.133, -0.191, 0.042, -0.251, -0.111, 0.390, 0.402, 0.240, 0.241, 0.421, 0.222, 0.225, 0.417, 0.420, 0.227, 0.228],
  "smiles": "NS(=O)(=O)c1ccc(/N=N/c2c(=O)[nH]c3ccc4[nH][nH]c(Cl)c4c23)cc1",
  "multiplicity": 1,
  "homo_energy_ev": -6.90,
  "homo_lumo_gap_ha": 0.1967,
  "e_tot_ha": -1990.7297
}

---

No. 6
{
  "formula": "C15H11F22O3S",
  "method": "the ωB97M-V functional and the def2-TZVPD basis",
  "elements": ["O", "S", "O", "C", "C", "F", "F", "C", "F", "F", "C", "F", "F", "C", "F", "F", "C", "F", "F", "C", "F", "F", "C", "F", "F", "C", "F", "F", "F", "C", "F", "F", "C", "F", "F", "F", "H", "C", "C", "O", "C", "C", "H", "H", "H", "H", "H", "H", "H", "H", "H", "H"],
  "coordinates": [[2.111, 0.496, 3.003], [1.445, -0.288, 1.988], [2.089, -1.469, 1.470], [-0.193, -0.454, 2.254], [-0.802, -1.786, 2.338], [-0.072, -2.788, 2.952], [-1.952, -1.685, 3.098], [-1.248, -2.407, 0.973], [-1.430, -3.752, 1.064], [-0.293, -2.193, 0.060], [-2.583, -1.860, 0.358], [-2.731, -0.546, 0.591], [-2.506, -2.023, -0.981], [-3.899, -2.607, 0.787], [-4.039, -3.682, -0.018], [-3.887, -3.045, 2.054], [-5.209, -1.776, 0.593], [-5.180, -1.224, -0.637], [-6.226, -2.658, 0.611], [-5.539, -0.677, 1.687], [-6.571, -1.131, 2.423], [-4.495, -0.474, 2.504], [-5.961, 0.701, 1.101], [-5.015, 1.172, 0.286], [-7.098, 0.525, 0.401], [-6.209, 1.805, 2.194], [-5.104, 2.500, 2.403], [-6.613, 1.291, 3.356], [-7.160, 2.638, 1.766], [1.551, 0.867, 0.515], [0.660, 0.512, -0.432], [2.787, 0.764, -0.028], [1.328, 2.365, 0.835], [2.397, 2.902, 1.419], [0.277, 2.550, 1.631], [1.103, 3.055, -0.295], [-0.437, 0.141, 3.134], [6.099, -0.540, -2.083], [4.876, 0.213, -2.578], [4.985, 1.623, -2.471], [6.041, 2.222, -3.189], [5.977, 2.008, -4.694], [6.307, -0.281, -1.045], [5.913, -1.614, -2.139], [6.990, -0.326, -2.678], [4.015, -0.050, -1.968], [4.639, -0.076, -3.610], [7.014, 1.893, -2.803], [5.956, 3.287, -2.968], [6.087, 0.957, -4.963], [6.782, 2.561, -5.181], [5.023, 2.362, -5.089]],
  "nbo_charge": [-0.969, 2.155, -0.953, -1.001, 0.653, -0.350, -0.359, 0.589, -0.328, -0.296, 0.585, -0.303, -0.306, 0.597, -0.303, -0.296, 0.586, -0.305, -0.299, 0.587, -0.300, -0.290, 0.557, -0.285, -0.303, 0.924, -0.291, -0.305, -0.307, 0.341, -0.320, -0.326, 0.915, -0.307, -0.310, -0.324, 0.249, -0.644, -0.071, -0.526, -0.061, -0.644, 0.219, 0.216, 0.190, 0.214, 0.149, 0.153, 0.184, 0.202, 0.206, 0.211],
  "multiplicity": 1,
  "charge": -1,
  "homo_energy_ev": -5.29,
  "homo_lumo_gap_ha": 0.2937,
  "e_tot_ha": -3399.1946
}